Record 1
Molecular formula: C4H5N2O2
Method: DFT, ωB97M-V/def2-TZVPD

- LUMO energy: -5.2322 eV
- SMILES: [NH2+]=C=C[C@H]1C(=O)N1O
- Kohn-Sham gap: 8.6 eV

```
! RIJCOSX wB97M-V def2-TZVPD def2/J DEFGRID3
* xyz 1 1
N 1.91708 -0.45435 -1.13922
C 1.27101 0.23972 -0.35208
C 0.70528 1.02780 0.46871
C -0.70093 0.73368 0.63043
C -1.46006 0.30825 -0.61752
O -1.88576 0.75027 -1.58916
N -1.03388 -0.71212 0.02896
O -1.83208 -1.35106 1.14734
H 1.72571 -0.50556 -2.10590
H 2.59152 -1.10545 -0.70625
H 1.21045 1.83496 1.00671
H -1.37845 0.84146 1.47729
H -1.12989 -1.60761 1.75068
*
```

=====

Record 2
Molecular formula: C4H5N2O3
Method: DFT, ωB97M-V/def2-TZVPD

- LUMO energy: 3.4245 eV
- SMILES: NN/C=C(\[O-])C(O)=C=O
- Kohn-Sham gap: 6.9 eV

```
! RIJCOSX wB97M-V def2-TZVPD def2/J DEFGRID3
* xyz -1 1
N -2.54876 -0.98797 0.47337
N -1.96056 -0.43349 -0.71156
C -0.91877 0.53383 -0.56487
C 0.29874 -0.12883 -0.22398
O 0.34676 -1.29228 0.15277
C 2.03104 0.46837 -0.09080
O 1.87818 1.91594 0.23178
C 3.18754 -0.06200 0.15526
O 4.07311 -0.89042 0.16950
H -1.66083 -1.10247 1.04942
H -3.24582 -0.34581 0.99736
H -1.40878 -1.23214 -1.14761
H -1.02485 1.51538 -0.89097
H 0.95300 2.04189 0.40033
*
```

=====

Record 3
Molecular formula: C4H5N2P
Method: DFT, ωB97M-V/def2-TZVPD

- LUMO energy: -0.2582 eV
- SMILES: [H]/P=C\C=N/C#CN
- Kohn-Sham gap: 7.5 eV

```
! RIJCOSX wB97M-V def2-TZVPD def2/J DEFGRID3
* xyz 0 1
H -1.34034 0.98251 -1.40799
P -1.94959 1.47320 -0.26693
C -2.14747 -0.04058 0.36293
C -1.44080 -1.25594 -0.03917
N -0.22126 -1.27852 -0.35084
C 0.71926 -0.39382 -0.46264
C 1.69002 0.24153 -0.06748
N 2.86703 0.81448 0.09366
H -2.68908 -0.25168 1.25485
H -2.01998 -2.20238 0.17641
H 2.77880 1.60975 0.78649
H 3.75340 0.30145 -0.07929
*
```

=====

Record 4
Molecular formula: C4H5N3
Method: DFT, ωB97M-V/def2-TZVPD

- LUMO energy: -1.6106 eV
- Kohn-Sham gap: 8.4 eV

```
! RIJCOSX wB97M-V def2-TZVPD def2/J DEFGRID3
* xyz 0 1
C 0.42752 -1.27849 0.63699
N -0.05552 0.06509 0.44030
C -0.84675 0.45893 -0.46470
C 1.33106 2.62496 -0.20088
N 1.18107 2.14059 0.86919
C -1.41516 -0.42992 -1.44196
N -1.83943 -1.10751 -2.27630
H -0.12132 -1.97572 0.00658
H 0.32686 -1.55128 1.68956
H 1.48725 -1.27932 0.36783
H 0.51065 1.00093 0.91175
H -1.01856 1.53640 -0.54342
*
```

=====

Record 5
Molecular formula: C4H5N3
Method: DFT, ωB97M-V/def2-TZVPD

- LUMO energy (alpha / beta): -0.4401 / -0.4380 eV
- SMILES: NN1C=C=CN=C1
- Kohn-Sham gap (alpha / beta): 8.0 / 8.0 eV

```
! RIJCOSX wB97M-V def2-TZVPD def2/J DEFGRID3
* xyz 0 1
N -1.22620 0.44879 0.95161
N 0.04439 0.82233 0.35020
C -0.09764 1.04835 -1.05006
C -0.12806 -0.18180 -1.53473
C 0.27073 -1.35035 -1.04431
N 1.26424 -1.24893 -0.02802
C 1.09886 -0.15597 0.62363
H -1.49991 1.21116 1.54925
H -1.16596 -0.41191 1.49300
H -0.21875 2.05509 -1.44585
H -0.11397 -2.32311 -1.31362
H 1.77228 0.08635 1.44891
*
```

=====

Record 6
Molecular formula: C4H5N3
Method: DFT, ωB97M-V/def2-TZVPD

- LUMO energy: 0.6483 eV
- SMILES: N#C[C@H]1CN=CN1
- Kohn-Sham gap: 10.3 eV

```
! RIJCOSX wB97M-V def2-TZVPD def2/J DEFGRID3
* xyz 0 1
N 0.35585 -0.16893 2.89697
C -0.16798 -0.11404 1.86343
C -0.41525 -0.49543 0.44103
C -1.10378 0.38326 -0.66027
N -0.02022 1.06697 -1.36732
C 1.05163 0.50005 -0.99234
N 0.93084 -0.58342 -0.12499
H -0.90590 -1.46960 0.51870
H -1.60630 -0.28946 -1.37269
H -1.84346 1.10067 -0.30206
H 2.04335 0.79443 -1.32714
H 1.65872 -0.71498 0.56501
*
```

=====

Record 7
Molecular formula: C4H5N3
Method: DFT, ωB97M-V/def2-TZVPD

- LUMO energy (alpha / beta): -0.2031 / -0.2038 eV
- Kohn-Sham gap (alpha / beta): 8.4 / 8.4 eV

```
! RIJCOSX wB97M-V def2-TZVPD def2/J DEFGRID3
* xyz 0 1
N 1.20573 0.00947 0.78497
C 0.54445 -0.33144 -1.65586
N -0.28326 -1.32140 -1.27193
C -0.69171 -1.14880 -0.05987
C -0.22936 0.13368 0.62922
C -0.45840 1.18543 -0.45573
N -0.06451 0.86683 -1.64263
H 1.64796 0.85171 1.12470
H 1.47952 -0.79359 1.33335
H -1.36566 -1.86819 0.40642
H -0.80321 0.34571 1.54311
H -0.97351 2.13044 -0.27905
*
```

=====

Record 8
Molecular formula: C4H5N3
Method: DFT, ωB97M-V/def2-TZVPD

- LUMO energy (alpha / beta): 0.4142 / -1.4111 eV
- Kohn-Sham gap (alpha / beta): 10.6 / 6.7 eV

```
! RIJCOSX wB97M-V def2-TZVPD def2/J DEFGRID3
* xyz 0 1
C 1.01562 -1.13505 -0.69670
C 0.19719 -0.40329 0.11412
C -1.32901 1.20542 -1.04515
C -1.22821 0.10879 -0.05438
N 2.16341 -1.36650 -0.12996
N 0.89949 -0.14709 1.27758
N 2.07412 -0.65219 1.02014
H -2.34081 1.66964 -1.51592
H -0.36521 1.44341 -1.47353
H -1.98673 -0.62590 -0.29244
H -1.75879 0.53401 0.97064
H 2.65893 -0.63124 1.82560
*
```

=====

Record 9
Molecular formula: C4H5N3
Method: DFT, ωB97M-V/def2-TZVPD

- LUMO energy (alpha / beta): -1.2488 / -1.5899 eV
- Kohn-Sham gap (alpha / beta): 8.5 / 7.7 eV

```
! RIJCOSX wB97M-V def2-TZVPD def2/J DEFGRID3
* xyz 0 1
C 0.90398 1.31477 0.19752
C -0.36561 0.96492 -0.27292
C -0.16363 -0.73914 -0.44223
N -1.49419 1.50180 -0.29229
N -1.32540 -1.33516 -0.23481
C 1.02692 -0.95001 0.55880
N 1.74569 -1.48065 1.29720
H -2.22960 0.79947 -0.41983
H -1.23764 -2.20145 0.29540
H 1.77546 1.20819 -0.43311
H 1.03720 1.77128 1.16831
H 0.32682 -0.85402 -1.42203
*
```

=====

Record 10
Molecular formula: C4H5N3
Method: DFT, ωB97M-V/def2-TZVPD

- LUMO energy: -0.1013 eV
- SMILES: C1=C=NC=NC=1.N
- Kohn-Sham gap: 9.3 eV

```
! RIJCOSX wB97M-V def2-TZVPD def2/J DEFGRID3
* xyz 0 1
C 0.31181 1.07108 0.18917
C 1.56423 1.27996 0.26306
N 2.74935 0.86118 0.24424
C 2.59040 -0.48977 0.04514
N 1.42237 -1.08468 -0.08156
C 0.30209 -0.34181 -0.01448
H 3.49996 -1.07778 -0.00594
H -0.65091 -0.86505 -0.12404
N -2.94636 0.16143 -0.12848
H -3.20819 -0.08041 -1.06238
H -3.34449 -0.33686 0.64128
H -2.29027 0.90270 0.03396
*
```

=====

Record 11
Molecular formula: C4H5N3
Method: DFT, ωB97M-V/def2-TZVPD

- LUMO energy: 0.6214 eV
- SMILES: N#CC=C=N.C=N
- Kohn-Sham gap: 10.1 eV

```
! RIJCOSX wB97M-V def2-TZVPD def2/J DEFGRID3
* xyz 0 1
N -0.18158 2.18781 0.40950
C 0.66508 1.59778 0.87793
C 1.53488 0.51536 1.08619
C 1.84432 -0.33718 0.13708
N 2.25920 -1.03480 -0.75811
H 1.85813 0.34067 2.06683
H 1.99360 -1.97764 -1.03139
C -1.83004 -0.43039 -0.87515
N -2.30802 -0.21599 0.24037
H -1.55896 0.15047 -1.65693
H -1.87059 -1.61664 -0.97396
H -2.40602 0.82057 0.47766
*
```

=====

Record 12
Molecular formula: C4H5N3
Method: DFT, ωB97M-V/def2-TZVPD

- LUMO energy: 0.6228 eV
- SMILES: Nc1cncnc1
- Kohn-Sham gap: 9.2 eV

```
! RIJCOSX wB97M-V def2-TZVPD def2/J DEFGRID3
* xyz 0 1
N -2.00437 -0.03245 -0.12156
C -0.62011 0.00197 -0.13300
C 0.11773 1.21442 -0.13509
N 1.35911 1.20698 0.32286
C 2.02168 -0.04348 0.29999
N 1.44824 -1.19155 0.00444
C 0.11215 -1.17432 -0.09886
H -2.47039 0.85753 -0.03495
H -2.38537 -0.73765 0.49493
H -0.31154 2.11819 -0.62954
H 3.12484 -0.08380 0.22482
H -0.39196 -2.13584 -0.19404
*
```